*one*
Entry from OMol25: a single C4H7FO molecule (ωB97M-V/def2-TZVPD).

HOMO: -10.271 eV
multiplicity: 1
structure (SMILES): OC[C@@H]1C[C@@H]1F

Each atom is followed by the atoms it is bonded to, with distances in Å.
Positions of all 13 atoms, in Å:
1 O -2.24 -0.12 -0.26  C2 1.445, H7 0.978
2 C -1.03 -0.77 0.20  O1 1.445, C3 1.581, H8 1.058, H9 1.069
3 C 0.08 0.27 0.63  C2 1.581, C4 1.549, C5 1.434, H10 1.075
4 C 0.79 1.08 -0.48  C3 1.549, C5 1.491, H11 1.056, H12 1.119
5 C 1.41 -0.07 0.24  C3 1.434, C4 1.491, F6 1.387, H13 1.049
6 F 1.51 -1.28 -0.45  C5 1.387
7 H -2.19 0.07 -1.22  O1 0.978
8 H -0.61 -1.51 -0.42  C2 1.058
9 H -1.32 -1.37 1.03  C2 1.069
10 H -0.10 0.71 1.60  C3 1.075
11 H 0.44 0.85 -1.45  C4 1.056
12 H 1.13 2.14 -0.42  C4 1.119
13 H 2.14 0.01 0.99  C5 1.049

***

*two*
Entry from OMol25: 2 unconnected molecules or ions with the total composition C4H7FO (ωB97M-V/def2-TZVPD).

HOMO: -9.146 eV
multiplicity: 1

Each atom is followed by the atoms it is bonded to, with distances in Å.
Positions of all 13 atoms, in Å:
1 C 0.45 0.59 0.76  C2 1.630, C4 1.578, H6 1.225, O12 1.248
2 C 0.38 0.69 -0.86  C1 1.630, C3 1.469, H7 1.145, H8 1.042
3 C -0.27 -0.62 -0.88  C2 1.469, C4 1.552, H9 1.031, F13 1.367
4 C -0.63 -0.54 0.62  C1 1.578, C3 1.552, H10 1.183, H11 1.192
5 H 1.10 -1.15 1.79  no bonds
6 H -0.03 1.63 1.20  C1 1.225
7 H -0.30 1.45 -1.39  C2 1.145
8 H 1.29 0.92 -1.32  C2 1.042
9 H 0.39 -1.34 -1.22  C3 1.031
10 H -1.03 -1.53 1.14  C4 1.183
11 H -1.65 0.07 0.71  C4 1.192
12 O 1.55 0.32 1.29  C1 1.248
13 F -1.25 -0.49 -1.83  C3 1.367

***

Least stable: *two*

***

*one*
Entry from OMol25: a gas-phase ion, C7H15N (charge -1) (ωB97M-V/def2-TZVPD).

HOMO (spin up / spin down): 1.458 / -4.917 eV
charge: -1
multiplicity: 2
<S²>: 0.750

Each atom is followed by the atoms it is bonded to, with distances in Å.
Positions of all 23 atoms, in Å:
1 C -1.02 -0.31 0.99  C2 1.542, C5 1.605, H9 1.213, H10 1.155
2 C 0.40 -0.22 1.59  C1 1.542, C3 1.494, H11 1.133, H12 1.153
3 C 0.41 0.10 3.05  C2 1.494, C4 1.329, H13 1.086
4 C 1.06 1.09 3.66  C3 1.329, H14 1.053, H15 1.121
5 C -1.11 -1.19 -0.34  C1 1.605, N6 1.532, H16 1.080, H17 1.155
6 N -1.06 -0.33 -1.61  C5 1.532, C7 1.520, H18 1.037
7 C 0.30 0.13 -2.10  N6 1.520, C8 1.461, H19 1.192, H20 1.158
8 C 0.47 0.36 -3.54  C7 1.461, H21 1.097, H22 1.122, H23 1.021
9 H -1.41 0.81 0.76  C1 1.213
10 H -1.73 -0.86 1.71  C1 1.155
11 H 0.94 -1.21 1.42  C2 1.133
12 H 1.00 0.50 0.92  C2 1.153
13 H -0.21 -0.61 3.60  C3 1.086
14 H 0.81 1.54 4.58  C4 1.053
15 H 1.85 1.59 3.03  C4 1.121
16 H -2.09 -1.63 -0.32  C5 1.080
17 H -0.43 -2.11 -0.54  C5 1.155
18 H -1.74 0.44 -1.58  N6 1.037
19 H 0.53 1.23 -1.68  C7 1.192
20 H 1.11 -0.57 -1.66  C7 1.158
21 H 0.20 -0.40 -4.29  C8 1.097
22 H 0.25 1.39 -3.92  C8 1.122
23 H 1.46 0.27 -3.74  C8 1.021

***

*two*
Entry from OMol25: a gas-phase ion, C7H15N (charge -1) (ωB97M-V/def2-TZVPD).

HOMO (spin up / spin down): -1.555 / -1.380 eV
charge: -1
multiplicity: 2
<S²>: 0.756

Each atom is followed by the atoms it is bonded to, with distances in Å.
Positions of all 23 atoms, in Å:
1 C 1.09 1.40 0.54  N2 1.527, C7 1.551, H9 1.119, H10 1.091
2 N 0.27 1.09 1.79  C1 1.527, C6 1.500
3 C -0.78 -1.29 -2.06  C4 1.457, H11 1.088, H12 1.090
4 C -1.81 -0.73 -1.20  C3 1.457, C5 1.752, H13 1.104, H14 1.107
5 C -1.48 -0.53 0.51  C4 1.752, C6 1.576, H15 1.108, H16 1.099
6 C -1.13 0.74 1.38  N2 1.500, C5 1.576, H17 1.108, H18 1.111
7 C 1.46 0.37 -0.56  C1 1.551, C8 1.533, H19 1.103, H20 1.120
8 C 2.26 -0.83 -0.04  C7 1.533, H21 1.104, H22 1.105, H23 1.093
9 H 0.44 2.07 -0.07  C1 1.119
10 H 1.95 2.00 0.86  C1 1.091
11 H -0.93 -0.87 -3.05  C3 1.088
12 H -0.88 -2.38 -2.13  C3 1.090
13 H -2.03 0.32 -1.49  C4 1.104
14 H -2.76 -1.29 -1.27  C4 1.107
15 H -2.28 -1.21 0.87  C5 1.108
16 H -0.55 -1.11 0.60  C5 1.099
17 H -1.62 1.61 0.88  C6 1.108
18 H -1.64 0.53 2.34  C6 1.111
19 H 0.63 -0.08 -1.12  C7 1.103
20 H 2.09 0.86 -1.34  C7 1.120
21 H 3.09 -0.94 -0.76  C8 1.104
22 H 1.71 -1.78 -0.08  C8 1.105
23 H 2.72 -0.67 0.94  C8 1.093

***

Least stable: *two*

***

*one*
Entry from OMol25: 5 unconnected molecules or ions with the total composition C15H35N5O5 (ωB97M-V/def2-TZVPD).

HOMO: -8.972 eV
multiplicity: 1
structure (SMILES): CN(C)C=O.CN(C)C=O.CN(C)C=O.CN(C)C=O.CN(C)C=O

Each atom is followed by the atoms it is bonded to, with distances in Å.
Positions of all 60 atoms, in Å:
1 C 3.01 4.10 -3.03  N2 1.445, H6 1.095, H7 1.089, H8 1.094
2 N 3.71 3.19 -3.91  C1 1.445, C3 1.459, C4 1.350
3 C 5.17 3.23 -3.93  N2 1.459, H9 1.088, H10 1.087, H11 1.089
4 C 3.04 2.19 -4.52  N2 1.350, O5 1.215, H12 1.104
5 O 3.55 1.24 -5.09  C4 1.215
6 H 2.14 4.54 -3.52  C1 1.095
7 H 3.65 4.95 -2.79  C1 1.089
8 H 2.70 3.66 -2.08  C1 1.094
9 H 5.53 2.74 -4.83  C3 1.088
10 H 5.48 4.27 -3.98  C3 1.087
11 H 5.59 2.70 -3.06  C3 1.089
12 H 1.95 2.31 -4.51  C4 1.104
13 C 0.64 0.84 -1.93  N14 1.455, H18 1.087, H19 1.092, H20 1.097
14 N 0.60 0.17 -0.64  C13 1.455, C15 1.440, C16 1.353
15 C 1.10 -1.18 -0.60  N14 1.440, H21 1.091, H22 1.087, H23 1.093
16 C 0.26 0.81 0.50  N14 1.353, O17 1.210, H24 1.105
17 O 0.30 0.33 1.61  C16 1.210
18 H -0.10 0.46 -2.63  C13 1.087
19 H 1.66 0.85 -2.33  C13 1.092
20 H 0.44 1.90 -1.78  C13 1.097
21 H 0.98 -1.54 0.43  C15 1.091
22 H 0.58 -1.85 -1.27  C15 1.087
23 H 2.18 -1.18 -0.76  C15 1.093
24 H -0.09 1.84 0.30  C16 1.105
25 C 0.46 -6.36 2.56  N26 1.453, H30 1.086, H31 1.087, H32 1.098
26 N 0.96 -5.19 3.27  C25 1.453, C27 1.447, C28 1.356
27 C 0.94 -3.94 2.54  N26 1.447, H33 1.099, H34 1.092, H35 1.088
28 C 1.86 -5.39 4.26  N26 1.356, O29 1.213, H36 1.102
29 O 2.47 -4.51 4.85  C28 1.213
30 H -0.34 -6.07 1.89  C25 1.086
31 H 0.11 -7.11 3.27  C25 1.087
32 H 1.24 -6.81 1.93  C25 1.098
33 H 1.58 -4.04 1.65  C27 1.099
34 H -0.05 -3.62 2.21  C27 1.092
35 H 1.30 -3.12 3.14  C27 1.088
36 H 1.99 -6.45 4.53  C28 1.102
37 C -2.55 -0.33 6.15  N38 1.444, H42 1.089, H43 1.094, H44 1.089
38 N -2.00 0.31 4.98  C37 1.444, C39 1.427, C40 1.359
39 C -2.22 -0.33 3.72  N38 1.427, H45 1.089, H46 1.102, H47 1.095
40 C -1.39 1.52 5.05  N38 1.359, O41 1.209, H48 1.104
41 O -1.30 2.19 6.05  C40 1.209
42 H -2.76 0.41 6.92  C37 1.089
43 H -1.83 -1.04 6.59  C37 1.094
44 H -3.47 -0.85 5.90  C37 1.089
45 H -1.91 0.27 2.87  C39 1.089
46 H -1.64 -1.26 3.58  C39 1.102
47 H -3.26 -0.63 3.58  C39 1.095
48 H -0.95 1.81 4.08  C40 1.104
49 C -3.31 0.40 -3.97  N50 1.463, H54 1.087, H55 1.088, H56 1.091
50 N -3.45 1.80 -3.57  C49 1.463, C51 1.443, C52 1.364
51 C -2.94 2.19 -2.28  N50 1.443, H57 1.086, H58 1.100, H59 1.093
52 C -4.27 2.63 -4.28  N50 1.364, O53 1.204, H60 1.104
53 O -4.60 3.73 -3.93  C52 1.204
54 H -2.35 0.02 -3.63  C49 1.087
55 H -3.34 0.35 -5.06  C49 1.088
56 H -4.12 -0.19 -3.55  C49 1.091
57 H -3.00 3.25 -2.07  C51 1.086
58 H -3.46 1.74 -1.42  C51 1.100
59 H -1.90 1.88 -2.20  C51 1.093
60 H -4.55 2.18 -5.25  C52 1.104

***

*two*
Entry from OMol25: 5 unconnected molecules or ions with the total composition C15H35N5O5 (ωB97M-V/def2-TZVPD).

HOMO: -8.849 eV
multiplicity: 1
structure (SMILES): CN(C)C=O.CN(C)C=O.CN(C)C=O.CN(C)C=O.CN(C)C=O

Each atom is followed by the atoms it is bonded to, with distances in Å.
Positions of all 60 atoms, in Å:
1 C 29.90 -12.04 -22.28  N2 1.503, H6 1.090, H7 1.090, H8 1.090
2 N 30.73 -11.45 -21.17  C1 1.503, C3 1.433, C4 1.375
3 C 31.59 -12.27 -20.37  N2 1.433, H9 1.090, H10 1.090, H11 1.090
4 C 30.64 -10.12 -20.83  N2 1.375, O5 1.263, H12 1.101
5 O 30.09 -9.31 -21.63  C4 1.263
6 H 29.25 -11.26 -22.67  C1 1.090
7 H 29.24 -12.90 -22.14  C1 1.090
8 H 30.62 -12.27 -23.06  C1 1.090
9 H 32.55 -12.26 -20.88  C3 1.090
10 H 31.90 -11.81 -19.44  C3 1.090
11 H 31.24 -13.23 -20.00  C3 1.090
12 H 31.08 -9.79 -19.88  C4 1.101
13 C 26.76 -5.67 -24.79  N14 1.437, H18 1.090, H19 1.090, H20 1.090
14 N 26.16 -4.38 -25.00  C13 1.437, C15 1.486, C16 1.374
15 C 26.12 -4.01 -26.44  N14 1.486, H21 1.090, H22 1.090, H23 1.090
16 C 26.08 -3.46 -23.99  N14 1.374, O17 1.171, H24 1.101
17 O 25.89 -2.31 -24.13  C16 1.171
18 H 26.40 -6.56 -25.31  C13 1.090
19 H 26.71 -5.95 -23.74  C13 1.090
20 H 27.81 -5.55 -25.05  C13 1.090
21 H 27.10 -3.72 -26.81  C15 1.090
22 H 25.62 -4.73 -27.08  C15 1.090
23 H 25.56 -3.08 -26.54  C15 1.090
24 H 26.29 -3.95 -23.03  C16 1.101
25 C 31.33 -2.50 -21.90  N26 1.424, H30 1.090, H31 1.090, H32 1.090
26 N 31.66 -2.65 -23.28  C25 1.424, C27 1.460, C28 1.348
27 C 31.21 -1.66 -24.25  N26 1.460, H33 1.090, H34 1.090, H35 1.090
28 C 32.15 -3.82 -23.72  N26 1.348, O29 1.178, H36 1.101
29 O 32.47 -4.05 -24.83  C28 1.178
30 H 31.47 -1.48 -21.54  C25 1.090
31 H 31.63 -3.23 -21.14  C25 1.090
32 H 30.25 -2.63 -21.84  C25 1.090
33 H 30.15 -1.89 -24.37  C27 1.090
34 H 31.30 -0.64 -23.85  C27 1.090
35 H 31.82 -1.62 -25.16  C27 1.090
36 H 32.10 -4.53 -22.87  C28 1.101
37 C 37.05 4.16 -18.03  N38 1.486, H42 1.090, H43 1.090, H44 1.090
38 N 36.34 3.06 -18.73  C37 1.486, C39 1.472, C40 1.388
39 C 37.01 1.77 -18.91  N38 1.472, H45 1.090, H46 1.090, H47 1.090
40 C 35.04 3.31 -19.15  N38 1.388, O41 1.201, H48 1.101
41 O 34.27 2.43 -19.44  C40 1.201
42 H 37.95 3.64 -17.72  C37 1.090
43 H 36.54 4.55 -17.14  C37 1.090
44 H 37.36 4.89 -18.77  C37 1.090
45 H 37.43 1.47 -17.95  C39 1.090
46 H 36.36 0.94 -19.17  C39 1.090
47 H 37.76 1.67 -19.70  C39 1.090
48 H 34.63 4.33 -19.08  C40 1.101
49 C 28.75 3.60 -21.89  N50 1.448, H54 1.090, H55 1.090, H56 1.090
50 N 28.96 3.78 -23.31  C49 1.448, C51 1.471, C52 1.324
51 C 27.72 3.78 -24.10  N50 1.471, H57 1.090, H58 1.090, H59 1.090
52 C 30.17 3.87 -23.85  N50 1.324, O53 1.222, H60 1.101
53 O 30.50 3.66 -25.01  C52 1.222
54 H 28.20 4.45 -21.48  C49 1.090
55 H 29.69 3.40 -21.38  C49 1.090
56 H 28.05 2.84 -21.53  C49 1.090
57 H 27.96 4.25 -25.05  C51 1.090
58 H 27.44 2.73 -24.13  C51 1.090
59 H 26.83 4.23 -23.67  C51 1.090
60 H 30.89 4.04 -23.04  C52 1.101

***

Least stable: *two*

***

*one*
Entry from OMol25: 2 unconnected molecules or ions with the total composition C2HCl2NO (ωB97M-V/def2-TZVPD).

HOMO: -10.194 eV
multiplicity: 1

Each atom is followed by the atoms it is bonded to, with distances in Å.
Positions of all 7 atoms, in Å:
1 C 0.20 -0.20 -1.11  C2 1.439, N3 1.150
2 C 0.15 0.42 0.18  C1 1.439, O4 1.300, Cl6 1.688
3 N 0.17 -0.61 -2.19  C1 1.150
4 O -0.95 0.62 0.84  C2 1.300, H7 0.973
5 Cl 0.82 -1.81 0.94  no bonds
6 Cl 1.36 1.45 0.77  C2 1.688
7 H -1.74 0.12 0.57  O4 0.973

***

*two*
Entry from OMol25: 2 unconnected molecules or ions with the total composition C2HCl2NO (ωB97M-V/def2-TZVPD).

HOMO: -8.667 eV
multiplicity: 1

Each atom is followed by the atoms it is bonded to, with distances in Å.
Positions of all 7 atoms, in Å:
1 C 2.38 -0.57 -0.20  N3 1.139, Cl5 1.611
2 C -0.65 1.76 0.54  O4 1.255, Cl6 1.726
3 N 1.34 -0.98 -0.44  C1 1.139
4 O -0.93 0.53 0.57  C2 1.255, H7 1.107
5 Cl 3.90 -0.25 0.20  C1 1.611
6 Cl 0.80 2.20 -0.29  C2 1.726
7 H -0.27 -0.20 0.07  O4 1.107

***

Least stable: *two*